[1]
Below is a cluster of 6 separate species, C12H28N4O12 in total, with properties calculated with ωB97M-V/def2-TZVPD.

The geometry in XYZ format:
```
56
Properties=species:S:1:pos:R:3:forces:R:3:mulliken_charge:R:1
C 0.4987 -5.0142 1.3736 0.296 -0.175 -0.403 -0.7938
N -0.0553 -3.6629 1.1055 0.079 0.166 -0.044 0.8713
O 0.0251 -2.8454 1.9981 -0.068 -0.032 0.024 -0.5038
O -0.5472 -3.4628 0.0138 -0.027 -0.045 0.085 -0.5031
H 0.6515 -5.4973 0.4142 -0.132 -0.023 0.013 0.3186
H -0.2199 -5.5621 1.9732 -0.012 0.056 0.112 0.2963
H 1.4496 -4.8944 1.8804 -0.103 0.069 0.212 0.2874
C -2.6014 6.5625 -0.3649 -0.004 0.640 -0.131 -0.6623
N -3.5477 7.5686 -0.9397 -0.014 0.004 0.088 0.8589
O -4.0912 7.2692 -1.9807 -0.050 -0.010 -0.035 -0.5228
O -3.6862 8.6204 -0.3515 0.017 -0.032 0.008 -0.5304
H -3.0715 5.5962 -0.4719 0.088 -0.115 0.014 0.2238
H -2.3857 6.8556 0.6548 -0.099 -0.134 0.081 0.3101
H -1.7060 6.6664 -0.9725 0.039 -0.294 -0.019 0.2965
C -5.2068 -0.3358 -2.5218 -0.114 -0.155 -0.334 -0.7701
N -3.9331 0.3068 -2.9441 0.087 0.161 -0.039 0.8908
O -2.9470 -0.3914 -3.0380 -0.111 0.103 -0.021 -0.4958
O -3.9731 1.5066 -3.1576 0.035 -0.268 0.060 -0.5217
H -5.4698 0.0643 -1.5488 0.020 -0.030 0.058 0.2912
H -5.0628 -1.4092 -2.5234 0.095 0.008 0.205 0.3001
H -5.9604 -0.0654 -3.2557 -0.004 0.151 0.056 0.3041
C -1.6123 1.5195 4.0836 0.309 0.114 -0.200 -0.6291
N -3.0186 1.8195 3.7223 0.039 0.279 -0.079 0.9153
O -3.3799 2.9779 3.7723 -0.060 -0.064 -0.035 -0.5368
O -3.7177 0.8811 3.4057 -0.093 -0.079 -0.055 -0.5326
H -1.1650 0.9674 3.2615 -0.144 -0.226 0.093 0.1773
H -1.6554 0.9388 4.9988 0.142 -0.084 -0.016 0.3015
H -1.0724 2.4513 4.1950 -0.134 0.084 0.186 0.2953
C 6.9914 -4.0058 0.7426 0.528 -0.125 0.286 -1.1927
C 5.7589 -3.1825 0.6123 -0.574 0.666 0.227 -0.1211
O 5.3414 -3.2577 -0.7630 0.385 -0.257 0.045 -0.3172
C 4.1457 -2.7565 -1.0489 -0.402 -0.051 -0.183 0.7771
C 3.8069 -2.9054 -2.5025 -0.486 0.203 -0.360 -1.0752
O 3.4215 -2.2543 -0.2265 -0.057 0.056 0.144 -0.5189
H 7.3551 -4.0011 1.7719 -0.160 -0.027 0.039 0.3861
H 7.8025 -3.5990 0.1401 -0.054 -0.138 -0.198 0.3095
H 6.7760 -5.0341 0.4583 0.171 -0.045 -0.075 0.2941
H 4.9490 -3.5168 1.2656 0.015 -0.184 -0.175 0.2645
H 5.9032 -2.1286 0.8681 0.166 -0.071 -0.079 0.2747
H 4.2682 -2.1042 -3.0836 0.182 -0.082 0.088 0.2799
H 2.7316 -2.7920 -2.6353 0.018 0.004 0.153 0.3120
H 4.1038 -3.8631 -2.9219 0.236 0.000 0.123 0.3626
C 1.2842 0.2389 -1.3074 -0.669 -0.491 -0.037 -0.9337
C 0.3182 0.0448 -0.1542 1.187 -0.562 0.884 0.2809
O -0.9064 0.7379 -0.3860 -0.071 -0.274 -0.166 -0.2770
C -1.0602 1.9274 0.1863 -0.355 0.308 0.473 0.6237
C -2.3939 2.5287 -0.1554 -0.461 -0.578 -0.065 -0.0457
O -0.2741 2.4330 0.9502 0.174 0.061 -0.030 -0.6202
H 1.3734 1.3008 -1.5231 0.192 -0.006 -0.179 0.3553
H 0.8823 -0.3160 -2.1595 0.057 0.380 -0.224 0.2290
H 2.2436 -0.2170 -1.0792 0.105 0.167 0.185 0.1649
H 0.1084 -1.0072 0.0307 -0.459 0.017 -0.495 -0.1229
H 0.7859 0.3392 0.7903 -0.238 0.534 -0.163 0.3199
H -2.8077 2.0538 -1.0421 0.128 0.282 -0.185 0.0288
H -2.3373 3.6036 -0.2516 0.152 0.079 -0.074 -0.2418
H -3.1097 2.3022 0.6414 0.212 0.061 0.159 0.2672
```
Positions in Å, forces in eV/Å.

Lowest unoccupied orbital energy: 0.17 eV
Orbital gap: 10.39 eV
Structure (SMILES): C[N+](=O)[O-].C[N+](=O)[O-].C[N+](=O)[O-].C[N+](=O)[O-].CCOC(C)=O.CCOC(C)=O
DFT total energy: -43417.7024 eV

[2]
Below is a cluster of 6 separate species, C12H28N4O12S2 in total, with properties calculated with ωB97M-V/def2-TZVPD.

The geometry in XYZ format:
```
58
Properties=species:S:1:pos:R:3:forces:R:3:mulliken_charge:R:1
O 1.4112 -3.0678 -1.9073 -0.577 -0.265 0.726 -0.3531
S 0.8801 -3.8441 -0.8341 0.223 0.572 0.787 0.9965
O 1.3454 -5.1864 -0.6452 -1.069 0.769 -0.061 -0.5669
O 1.0845 -3.0313 0.5748 0.235 -0.621 -1.373 -0.3054
C -0.0025 -3.3504 1.4516 0.641 0.548 0.112 -0.2100
C -1.2158 -3.6695 0.5582 0.026 -0.071 0.703 -0.2400
O -0.7497 -3.6441 -0.7893 1.339 -0.813 -0.460 -0.3122
H 0.3153 -4.1992 2.0573 -0.269 0.051 0.097 0.3033
H -0.1079 -2.4455 2.0495 -0.307 -0.242 0.155 0.0931
H -2.0134 -2.9341 0.6204 0.051 0.052 0.021 0.3220
H -1.5802 -4.6424 0.8872 -0.213 -0.101 -0.593 0.2511
O 2.6306 -1.5845 -5.0117 -1.591 0.552 0.031 -0.5650
S 1.1941 -1.5523 -5.0951 -0.497 -0.101 -0.436 1.0274
O 0.4823 -2.7121 -5.5373 0.523 0.642 0.667 -0.5354
O 0.5133 -0.9951 -3.7114 0.336 -0.699 -0.201 -0.1271
C 0.1683 0.3818 -3.8614 0.357 0.487 -0.893 -0.0769
C -0.3067 0.4349 -5.2891 -0.430 0.449 0.147 -0.5182
O 0.6668 -0.2984 -6.0140 0.989 -0.751 0.364 -0.3498
H -0.6352 0.7422 -3.2224 0.216 -0.538 0.535 0.3735
H 1.0886 0.9569 -3.7487 -0.172 0.264 0.233 0.0213
H -0.3655 1.4513 -5.6734 0.144 -0.084 -0.152 0.3663
H -1.2881 -0.0406 -5.3523 0.032 -0.080 -0.221 0.3434
C -0.5777 2.5638 6.9675 -0.720 -0.067 -0.904 -0.9100
C 0.7581 1.9374 6.7055 1.810 -0.132 1.311 0.6492
N 1.1287 1.7067 5.4186 -1.441 0.413 -0.309 -0.2472
O 1.5435 1.7094 7.6199 -0.610 -0.039 -0.356 -0.6245
H -1.2518 2.4127 6.1177 -0.012 0.046 0.069 0.3198
H -0.4792 3.6406 7.0947 0.170 -0.019 0.155 0.2343
H -1.0579 2.1318 7.8393 0.248 -0.001 0.155 0.2850
H 1.9933 1.2647 5.1813 0.207 0.003 0.139 0.1761
H 0.4472 1.9328 4.7139 0.343 -0.197 -0.275 0.1371
C -5.0295 1.6289 -0.0938 1.419 1.579 0.178 -0.9892
C -4.8354 0.2649 -0.6979 -1.366 -0.273 0.333 0.6760
N -3.5756 -0.1233 -1.0121 -0.360 0.506 0.072 -0.2135
O -5.8011 -0.4557 -0.9135 0.285 0.015 -0.132 -0.6586
H -4.2408 2.2839 -0.4935 -0.173 -0.003 -0.089 0.2687
H -4.8595 1.7482 0.9800 -0.023 -0.794 0.059 0.2596
H -5.9674 2.1444 -0.2765 -0.272 -0.648 -0.383 0.3210
H -3.5636 -1.0029 -1.4983 0.468 -0.085 0.073 0.1621
H -2.7601 0.4134 -0.7184 -0.051 -0.440 -0.130 0.2917
C 3.4443 2.0235 -2.2634 0.231 -0.770 -0.558 -1.1754
C 3.2158 1.7071 -0.8061 -0.180 1.538 0.467 0.8242
N 3.6429 0.4886 -0.3895 0.010 -0.337 -0.448 -0.3858
O 2.7698 2.5484 -0.0344 0.113 -0.693 -0.293 -0.6353
H 2.6443 2.5634 -2.7617 -0.201 0.112 0.431 0.2707
H 3.6225 1.1056 -2.8332 0.022 0.095 -0.047 0.3754
H 4.3461 2.6307 -2.3484 -0.002 0.026 0.127 0.3375
H 3.8094 0.3255 0.5867 -0.001 0.028 0.081 0.2498
H 4.0556 -0.1268 -1.0697 0.092 -0.118 0.208 0.1913
C 0.6085 0.9292 1.7531 0.219 0.377 -0.083 -1.1278
C -0.1592 0.5837 0.4814 -0.718 -0.427 1.522 0.8091
N 0.4053 -0.3490 -0.2971 -0.239 0.609 -0.114 0.1739
O -1.3173 0.9697 0.3340 0.557 0.323 -0.381 -0.7713
H 0.4007 0.1959 2.5359 -0.228 -0.115 -0.164 0.3362
H 0.2957 1.9046 2.1185 -0.110 0.008 -0.119 0.3283
H 1.6881 0.9701 1.6290 0.005 -0.010 -0.239 0.1266
H 1.3010 -0.7129 -0.0362 0.132 -0.259 -0.427 0.0978
H -0.1606 -0.7284 -1.0395 0.387 -0.274 -0.115 -0.1008
```
Positions in Å, forces in eV/Å.

Lowest unoccupied orbital energy: -0.03 eV
Orbital gap: 9.44 eV
Structure (SMILES): O=S1(=O)OCCO1.O=S1(=O)OCCO1.CC(N)=O.CC(N)=O.CC(N)=O.CC(N)=O
DFT total energy: -65099.0171 eV

[3]
Below is a cluster of 3 separate species, C12H28NO16P3S in total, with properties calculated with ωB97M-V/def2-TZVPD.

The geometry in XYZ format:
```
61
Properties=species:S:1:pos:R:3:forces:R:3:mulliken_charge:R:1
C -7.3466 3.3552 1.3033 4.760 -1.821 -5.000 -0.2273
C -6.3549 3.0391 0.4789 -5.766 1.377 2.751 -0.3633
C -5.4988 2.6833 -0.8638 0.704 0.879 1.175 -0.3872
C -5.8837 1.2066 -1.3745 -2.697 -0.538 0.416 0.5762
C -7.5132 1.2099 -1.6364 -0.568 -0.309 -0.179 -0.8007
O -8.0060 2.4671 -2.1752 -0.989 -1.442 3.516 -0.1723
O -7.5093 2.7189 -3.3984 0.934 -0.354 -3.218 -0.3382
O -5.2646 0.7757 -2.6500 0.427 -1.710 0.795 -0.4357
S -5.3563 -0.9166 -2.8463 -1.223 -3.273 -4.424 1.1803
O -4.1085 -1.6577 -3.2577 -2.395 3.315 3.035 -0.5535
O -6.3916 -1.3777 -3.8648 2.003 2.707 3.886 -0.5688
O -6.0249 -1.1932 -1.3128 1.857 1.265 -0.385 -0.3147
C -5.7300 -0.0684 -0.3983 -1.012 1.319 0.640 -0.0302
P -4.1605 -0.3320 0.6511 3.552 -2.341 0.764 0.8695
N -3.2001 -1.5104 0.1362 -2.251 1.649 -0.462 -0.7557
O -4.6996 -0.8129 2.2234 0.145 1.135 -2.795 -0.5715
O -3.2091 1.0685 0.8690 -2.171 -1.399 -0.107 -0.5495
H -8.3367 3.6123 1.8524 2.641 -0.580 -1.041 0.3361
H -5.7125 3.4989 -1.6717 -0.026 -1.778 1.474 0.4425
H -4.3691 2.8188 -0.6082 -2.091 -0.604 -0.403 0.2496
H -7.8476 0.3748 -2.3619 0.930 1.106 1.022 0.4062
H -8.1078 1.0258 -0.6500 1.221 0.741 -1.754 0.2968
H -7.9927 2.1185 -4.0272 0.404 0.628 0.708 0.3305
H -6.5559 -0.0182 0.4269 1.224 -0.260 -1.808 0.4514
H -3.5918 -1.8704 -0.7496 0.554 -0.074 0.419 0.2411
H -4.9830 -1.7564 2.0663 0.649 1.184 0.186 0.3767
H -2.6082 1.2401 0.0994 -0.764 -0.807 0.771 0.3174
C 0.6852 0.3780 -3.4831 -0.094 0.018 -0.473 -0.6841
O 0.4356 0.6896 -2.1228 -0.621 3.009 0.629 -0.1879
P 1.7224 1.3191 -1.1663 4.013 -8.511 1.963 0.8934
O 2.7396 0.3821 -1.8258 -0.472 1.409 -0.889 -0.6020
O 1.0756 0.6023 0.1679 -0.031 1.309 -0.449 -0.3268
C 0.3733 -0.6329 0.0644 -0.827 -0.171 0.106 -0.3857
O 2.9523 2.0327 -0.2003 -2.145 2.917 -1.269 -0.5074
C 3.7297 1.2027 0.6462 -0.068 -0.640 0.616 -0.2470
H -0.2764 0.2174 -3.9767 -0.055 0.236 0.199 0.2359
H 1.2100 1.1990 -3.9798 0.050 -0.286 -0.060 0.3120
H 1.2578 -0.5477 -3.5615 0.190 0.247 0.149 0.2611
H 0.7966 -1.2907 -0.6944 0.080 0.155 -0.082 0.2993
H -0.6764 -0.4214 -0.1587 0.172 -0.377 -0.018 0.0259
H 0.4147 -1.1485 1.0291 0.169 0.367 -0.027 0.2917
H 4.1319 0.3373 0.1175 -0.368 0.227 -0.060 0.0966
H 3.1404 0.8751 1.5044 0.070 -0.072 -0.060 0.2322
H 4.5720 1.7923 1.0189 -0.207 0.239 -0.207 0.2766
C 7.7920 -3.3954 4.4371 -0.024 -0.339 0.292 -0.6703
O 7.6136 -2.0471 4.0374 -2.615 1.370 0.919 -0.3404
P 6.6484 -1.7149 2.6505 6.904 -1.838 -6.324 0.9713
O 7.2088 -2.9306 1.9060 -1.232 -0.256 1.196 -0.6112
O 7.5699 -0.3870 2.3317 -1.101 -0.067 0.585 -0.2821
C 8.9559 -0.3670 2.6537 0.352 0.440 0.538 -0.6066
O 5.6207 -1.3324 1.3261 -2.078 0.446 3.098 -0.3134
C 6.1914 -1.1168 0.0465 0.647 0.408 -0.466 -0.6029
H 8.2253 -3.3977 5.4402 -0.220 0.242 0.011 0.2564
H 6.8349 -3.9239 4.4592 0.262 -0.131 -0.077 0.3080
H 8.4941 -3.8991 3.7705 -0.293 0.073 -0.177 0.2673
H 9.4280 -1.3403 2.5215 -0.166 -0.078 0.006 0.2941
H 9.0711 -0.0258 3.6876 0.181 -0.170 -0.188 0.2381
H 9.4606 0.3533 2.0019 -0.393 -0.053 -0.065 0.2649
H 6.8748 -1.9183 -0.2406 -0.019 -0.018 0.323 0.3140
H 6.7092 -0.1563 0.0175 0.023 -0.073 -0.044 0.2692
H 5.3800 -1.0863 -0.6858 -0.138 -0.050 0.323 0.2543
```
Positions in Å, forces in eV/Å.

Lowest unoccupied orbital energy: -2.55 eV
Orbital gap: 6.87 eV
Structure (SMILES): C#CC[C@@]1(COO)OS(=O)(=O)O[C@H]1P(=N)(O)O.COP(=O)(OC)OC.COP(=O)(OC)OC
DFT total energy: -85835.4244 eV

[4]
Below is a structure of composition C12H29N2O2P3Y, with properties calculated with ωB97M-V/def2-TZVPD.

The geometry in XYZ format:
```
49
Properties=species:S:1:pos:R:3:forces:R:3:mulliken_charge:R:1
Y -0.2226 0.0193 0.2915 1.119 -1.553 -0.720 0.5462
P -1.2427 0.1546 2.6253 2.576 -1.916 2.507 -0.0603
P 2.1266 -0.9575 0.5260 0.706 -0.368 1.853 -0.2508
N -1.7799 1.4568 -0.1963 -1.388 -0.585 1.605 -0.2788
N 0.4829 0.6357 -1.6247 0.541 -0.405 1.139 -0.0740
H -2.5196 2.1427 -1.9362 -0.250 -0.208 -0.677 0.5660
H -0.4915 1.1715 -3.3115 -0.595 0.580 -0.304 0.6002
H -2.3191 0.3525 -1.9411 -0.141 0.164 0.392 0.2917
C -1.8793 1.3115 -1.6297 -0.242 1.329 -0.642 -0.8549
H -0.1514 2.5219 -2.1734 -0.284 0.048 -0.244 0.2354
C -0.4822 1.4792 -2.2643 0.951 -0.044 -1.127 -0.6492
H -3.6856 1.9118 0.3382 0.067 -0.845 0.933 0.5228
H 1.9492 0.4220 -2.9980 0.673 -0.613 0.786 0.4668
C -2.7640 1.4187 0.7330 -0.395 1.484 -1.916 -0.0299
C 1.6867 0.1642 -1.9420 -0.793 0.808 -1.115 0.3439
C -2.6164 0.9568 2.0463 -2.740 1.951 -0.540 -0.5779
C 2.5212 -0.5704 -1.0799 0.690 0.276 -2.172 -0.9192
H -3.4346 1.1396 2.7328 -0.419 -0.117 -0.326 0.4974
H 3.4554 -0.9373 -1.4851 -0.028 0.124 -0.186 0.4398
H 2.9041 -0.4147 1.5618 0.465 -0.512 -0.188 0.1599
H 1.9315 -2.3211 0.8250 0.823 -0.010 -0.048 0.1417
H -0.4482 0.8600 3.5327 -0.564 0.158 0.425 0.1628
H -1.4403 -1.1664 3.1198 -0.645 0.855 0.455 0.1226
H 1.7722 2.5224 -0.6738 -0.019 0.143 0.195 -0.0133
C 1.6292 2.9516 0.3267 -0.674 -0.470 0.115 0.9098
C 2.8540 2.7034 1.1732 -0.395 -0.131 0.222 -1.3393
C 1.1644 4.3755 0.2539 -0.235 0.077 0.073 -1.4389
O 0.5068 2.2018 0.9591 0.471 -0.523 0.098 -0.4767
H 3.6648 3.2949 0.7782 0.356 0.161 -0.064 0.4400
H 2.6646 3.0030 2.2062 0.065 0.051 -0.052 0.3403
H 3.1615 1.6518 1.1665 -0.074 0.267 -0.102 0.1619
H 0.2430 4.4690 -0.3422 0.275 -0.020 0.092 0.3851
H 0.9617 4.7552 1.2567 0.065 0.051 -0.045 0.3351
H 1.9298 4.9736 -0.2069 0.260 0.442 -0.212 0.4282
H -0.3357 2.3670 0.5005 0.490 0.981 0.030 0.4199
C -2.3449 -4.0651 -0.8019 0.108 -1.032 0.126 -1.1659
P -0.8612 -3.2485 -0.2359 -0.887 2.120 -0.555 0.9998
C -0.6072 -3.5736 1.5408 0.235 -0.805 0.128 -1.0726
C 0.5083 -3.5961 -1.3800 0.170 -1.028 0.093 -0.9517
O -1.2093 -1.7133 -0.3630 0.232 -1.910 0.239 -0.5922
H -2.2213 -5.1582 -0.7525 -0.130 0.258 -0.056 0.4321
H -2.5687 -3.7898 -1.8351 0.239 0.065 0.073 0.3611
H -3.2043 -3.7870 -0.1865 0.224 0.051 0.079 0.3499
H -0.4050 -4.6464 1.7076 -0.054 0.347 -0.070 0.4311
H 0.2184 -3.0171 2.0092 -0.142 -0.118 -0.498 0.2981
H -1.5151 -3.3305 2.1179 0.102 -0.096 -0.567 0.3357
H 0.2306 -3.3259 -2.4121 -0.286 0.006 0.489 0.3461
H 1.4549 -3.0864 -1.1732 -0.357 0.069 0.239 0.2546
H 0.7285 -4.6827 -1.3836 -0.165 0.442 0.043 0.4198
```
Positions in Å, forces in eV/Å.

Lowest unoccupied orbital energy (spin up / spin down): -6.19 / -9.62 eV
Expectation value of S²: 0.79
Orbital gap (spin up / spin down): 7.79 / 4.35 eV
Multiplicity: 2
Total charge: +2
DFT total energy: -48882.6596 eV